{"formula": "C4H11N3O2", "method": "the ωB97M-V functional and the def2-TZVPD basis", "relative_energy_ev": 4.151, "homo_energy_ev": -7.10, "multiplicity": 1, "homo_lumo_gap_ev": 7.94, "symbols": ["N", "C", "C", "H", "H", "H", "C", "N", "H", "H", "H", "N", "H", "H", "H", "C", "H", "H", "O", "O"], "xyz": [[-0.69827, 1.62629, 0.26690], [-0.43735, 0.45726, -0.40255], [-1.49938, -1.06774, 1.18749], [-1.26854, -2.02138, 1.66597], [0.06072, 2.07501, 0.76226], [-0.79536, -0.42768, -2.14667], [0.15568, -0.66104, 0.34150], [1.00209, -0.29072, 1.44518], [-1.51694, 1.06111, -2.00488], [-1.74506, -0.32949, 1.95125], [1.87058, -0.81510, 1.48580], [-1.24216, 0.22644, -1.50479], [-1.60779, 2.04075, 0.13149], [0.61899, -0.39139, 2.38064], [0.28867, -1.58512, -0.20706], [1.53082, 0.24247, -1.26368], [3.39885, 0.54021, -1.42551], [-2.32546, -1.18729, 0.48824], [1.50073, -0.19669, -2.40220], [2.70917, 0.70411, -0.74939]], "forces_ev_per_a": [[0.245, -0.125, -0.197], [2.458, 0.233, -1.489], [2.213, -0.679, -0.349], [-0.247, -0.014, 0.073], [-0.508, -0.203, 0.107], [-0.152, 0.029, 0.134], [-6.063, -0.811, 3.661], [0.863, -0.281, -0.059], [0.219, 0.043, 0.149], [0.236, 0.103, -0.168], [-0.020, 0.252, -0.481], [0.404, -0.506, 0.368], [0.515, 0.290, -0.016], [-0.570, -0.011, -0.541], [0.551, 0.257, -0.206], [-0.316, 1.905, -1.640], [-0.172, 0.031, 0.073], [0.220, 0.060, -0.097], [0.120, -0.223, 0.767], [0.002, -0.350, -0.088]], "lowdin_charge": [0.14, -0.48, -0.03, 0.03, 0.11, 0.10, -0.31, 0.05, 0.11, 0.03, 0.08, 0.13, 0.11, 0.08, 0.13, -0.42, 0.10, 0.03, -0.01, 0.02]}